1.
Here is a cluster of 5 separate species, C47H56BClF6N8O12P in total from OMol25. Energies are from ωB97M-V with the def2-TZVPD basis set.

Cartesian coordinates (Å):
H  -2.0600  -0.3478  -6.5998
C  -1.9932  -1.1472  -7.3228
H  4.1662  -3.2471  2.5536
H  1.7573  3.6297  2.2490
H  2.4925  2.7525  0.5076
H  3.2692  1.3536  -0.1141
C  0.4704  1.2656  4.2251
H  0.9678  -3.4368  0.5651
H  7.9420  -0.0855  9.6498
H  4.3931  -1.1086  1.1924
H  -6.4310  -0.1649  -6.2449
C  -9.5857  1.0850  -12.3036
C  0.1847  -2.7104  7.3055
C  -4.8934  -0.4172  -2.7453
C  0.4585  -1.3969  7.6890
O  -3.5300  0.3645  -1.0571
H  11.3359  0.3598  7.0794
C  -0.7141  -4.3490  5.6129
H  5.2198  -1.5774  5.4015
O  1.1852  3.4621  -1.5491
C  -4.5636  0.6609  -3.5509
H  -1.7634  -3.9963  -9.9225
C  -7.9905  0.9724  -10.5086
C  -0.8454  0.5981  4.6921
O  4.6914  -0.6160  1.9645
H  0.3665  0.6631  7.1841
C  1.1281  -1.3062  0.8081
F  -0.9103  -5.1979  6.6089
H  5.5313  -2.6158  3.4527
C  2.9879  1.8260  0.8184
H  3.0881  1.4295  3.4447
C  7.5381  0.6975  7.7001
C  4.4650  -2.8356  3.5149
H  0.9582  -1.2278  8.6306
H  -3.8819  1.4242  -3.2048
H  1.7458  3.2449  -2.3087
O  7.7428  1.9032  4.3774
C  -7.4187  -0.1580  -11.0766
C  4.3009  -1.0659  5.1318
H  2.2158  4.3449  6.3516
N  -9.5679  -0.6045  -14.0933
H  2.5378  -2.8862  1.0983
H  10.3719  -0.2933  9.2577
H  -1.1292  1.1973  -2.2015
O  -9.0606  -1.6166  -14.5327
N  -4.0868  -0.3616  -8.3416
H  6.4763  0.7937  7.8707
C  -2.8888  -2.3078  -9.2458
H  4.9936  2.2080  0.9160
C  1.2361  3.5119  3.1961
C  -0.4352  -2.9485  6.0860
H  -9.5132  2.4756  -10.6792
H  0.8239  1.7183  5.1447
N  4.2080  2.1996  1.5496
B  3.6821  -0.6112  2.9203
C  -6.3268  -1.3028  -4.4302
C  8.3632  0.2040  8.6971
C  -9.0098  -0.0465  -12.8503
C  -2.9558  -1.2967  -8.3048
O  -4.9391  -0.5322  -9.1909
H  -1.2375  -2.1253  4.3101
N  -4.2878  -0.5256  -1.4123
C  -0.8584  -3.0702  -8.2116
C  0.1133  -0.3376  6.8560
H  0.0254  3.3671  0.7419
H  1.8882  5.6345  5.1973
H  -7.4918  -1.5549  -12.7018
H  -7.0137  -2.0634  -4.7745
C  8.0985  1.0651  6.4899
F  -1.7527  -4.3894  4.7759
H  3.1493  4.1456  3.9343
C  -0.9391  -2.0443  -7.2786
H  2.5560  2.7336  4.8366
H  4.5040  -0.0066  4.9629
C  2.2680  3.6463  4.3295
H  4.3093  -3.6275  4.2487
H  -0.8424  -2.1048  0.3436
H  -6.5789  -0.6353  -10.5970
C  -0.5049  -0.5699  5.6301
H  4.1120  3.1368  1.9183
H  -3.6472  -2.4065  -10.0081
O  -4.5665  -1.4894  -0.7346
H  -0.8613  -0.3618  0.5780
N  7.2321  1.6075  5.4345
H  1.1115  -2.9137  2.2260
O  -10.5025  -0.0212  -14.6023
H  3.6395  -1.1285  6.0015
H  -10.4249  1.5652  -12.7843
C  0.5879  1.5074  1.7334
H  -0.0361  -3.7721  -8.1714
C  -5.7706  -1.4000  -3.1644
O  1.3104  0.9593  -1.6067
F  -1.5809  1.4251  5.4828
H  9.8741  1.2329  5.2945
Cl  -1.2713  2.8761  3.0909
C  -6.0005  -0.2344  -5.2546
H  -1.0950  2.0893  0.5367
H  -7.5918  1.3688  -9.5835
C  10.2728  0.4538  7.2509
C  1.7151  4.5827  5.4133
N  2.0213  -0.3963  0.8856
F  -1.5787  0.0878  3.6768
H  -0.1805  -1.9452  -6.5146
H  2.0097  -0.1086  4.8608
N  0.4156  2.2312  3.0759
C  -5.1211  0.7478  -4.8149
H  1.0261  -0.7324  3.4828
C  -0.7805  -1.8792  5.2564
C  -0.0253  2.2913  0.5580
H  -0.1163  0.6942  1.9004
F  0.3706  4.3140  5.6191
O  -0.8845  2.1114  -1.9992
O  -4.1151  0.5292  -7.5154
F  0.3406  -4.7989  4.8981
C  9.7291  0.0858  8.4745
C  1.4892  0.1345  3.9470
H  -6.0208  -2.2309  -2.5217
P  0.4716  2.0860  -1.1711
H  -4.8714  1.5776  -5.4579
C  -7.9306  -0.6744  -12.2567
C  -0.2631  -1.1966  0.2122
H  -0.1025  -1.0463  -0.8561
H  0.6103  4.3921  3.2306
O  6.0437  1.7320  5.6812
H  0.4692  -3.5512  7.9214
C  -9.0702  1.5943  -11.1223
C  2.6114  0.5758  2.9623
C  9.4548  0.9459  6.2473
C  1.9881  0.8810  1.5952
C  1.4713  -2.7204  1.2161
N  3.6545  -1.6772  3.9235
C  -1.8297  -3.1990  -9.1955

E_LUMO	-3.764	eV
spin multiplicity	1
net charge	+1
gap between HOMO and LUMO	7.1	eV

Here are the Löwdin charges for atoms 1 to 99, given in e: H 0.12; C 0.00; H 0.07; H 0.11; H 0.08; H 0.11; C -0.17; H 0.08; H 0.11; H 0.10; H 0.11; C 0.00; C 0.01; C -0.15; C -0.03; O 0.04; H 0.11; C -0.61; H 0.09; O -0.11; C 0.00; H 0.11; C -0.07; C -0.49; O 0.13; H 0.13; C -0.33; F 0.17; H 0.09; C -0.17; H 0.11; C -0.01; C -0.09; H 0.11; H 0.11; H 0.10; O 0.09; C -0.06; C -0.05; H 0.12; N -0.35; H 0.07; H 0.11; H 0.08; O 0.08; N -0.32; H 0.12; C 0.00; H 0.09; C -0.13; C -0.09; H 0.11; H 0.14; N 0.04; B -0.58; C -0.05; C -0.06; C -0.15; C -0.14; O 0.07; H 0.13; N -0.35; C -0.06; C -0.01; H 0.09; H 0.13; H 0.12; H 0.11; C -0.15; F 0.15; H 0.13; C -0.06; H 0.10; H 0.07; C -0.12; H 0.09; H 0.09; H 0.07; C -0.13; H 0.06; H 0.12; O 0.09; H 0.06; N -0.34; H 0.09; O 0.08; H 0.08; H 0.12; C -0.23; H 0.11; C 0.00; O -0.25; F 0.07; H 0.12; Cl 0.97; C -0.06; H 0.08; H 0.10; C -0.06

=====

2.
Here is a cluster of 2 separate species, C16H17N in total from OMol25. Energies are from ωB97M-V with the def2-TZVPD basis set.

Cartesian coordinates (Å):
C  1.8333  -3.9039  -0.2756
H  2.0393  4.9179  0.9796
C  -0.1298  -2.6390  2.6252
H  -1.0424  -3.6972  -1.9074
C  -0.0814  2.7096  -0.5470
H  2.2469  -3.1110  1.7314
C  0.9092  -3.9518  -1.3523
C  -1.7333  2.5056  -2.2749
C  1.5400  -3.3401  0.9274
H  -1.1239  -2.2178  2.8477
H  -2.2607  0.2595  0.3695
C  -0.7750  1.7009  0.2013
C  0.9882  3.0627  0.3099
C  -0.3642  -3.4593  -1.0993
H  1.8168  2.0736  2.1257
H  0.6060  -1.9381  3.0138
C  -0.5908  3.1133  -1.8037
C  1.8253  4.2736  0.1195
C  -2.3928  1.5347  -1.4921
H  1.2674  -4.2094  -2.3327
H  -2.0493  2.5872  -3.3058
H  -3.3436  1.1572  -1.8363
H  2.8751  -4.0683  -0.5612
H  -0.1540  -3.5865  3.1965
N  -0.0524  1.3507  1.3231
H  1.6741  4.9262  -0.7325
H  -1.8159  -2.8239  0.2228
H  -0.0892  0.4390  1.7574
H  0.0975  3.8278  -2.2369
C  0.1770  -3.0715  1.2256
H  2.8801  3.8513  0.0948
C  1.0000  2.2128  1.4442
C  -1.8869  1.0235  -0.3042
C  -0.7549  -3.1011  0.2174

E_LUMO (alpha / beta)	-3.771 / -6.883	eV
spin multiplicity	2
net charge	+1
ΔE to the lowest compared entry with this formula, charge and spin	134.3	kJ/mol
gap between HOMO and LUMO (alpha / beta)	7.6 / 4.5	eV

Quick look at the Löwdin charges, all values in e: C -0.09; H 0.10; C -0.07; H 0.10; C -0.10; H 0.12; C -0.08; C -0.03; C -0.06; H 0.08; H 0.13; C -0.18; C -0.14; C -0.09; H 0.15; H 0.07; C 0.04; C 0.00; C -0.01; H 0.10; H 0.12; H 0.12; H 0.11; H 0.10; N 0.15; H 0.09; H 0.11; H 0.17; H 0.13; C -0.31; H 0.13; C 0.08; C 0.04; C -0.07

=====

3.
Here is the molecule C3H7NOS from OMol25. Energies are from ωB97M-V with the def2-TZVPD basis set.

Cartesian coordinates (Å):
H  -0.2732  -1.2743  1.0205
H  -1.0092  1.2378  -0.9102
S  -2.5966  -1.0041  0.7815
O  1.1415  2.0541  0.3283
C  1.0107  1.0515  -0.2640
C  -0.7605  -0.2722  0.7533
H  -2.4305  -2.3045  0.3838
N  1.9895  0.1877  -0.4479
H  -0.5842  -0.2092  -1.4973
H  1.8639  -0.6702  -0.9058
H  2.9125  0.3097  -0.1795
H  -0.8198  0.4996  1.5177
C  -0.4441  0.3942  -0.5802

E_LUMO	0.685	eV
spin multiplicity	1
net charge	0
ΔE to the lowest compared entry with this formula, charge and spin	117.1	kJ/mol
structure (SMILES)	NC(=O)CCS
gap between HOMO and LUMO	9.8	eV

Quick look at the Löwdin charges, all values in e: H 0.08; H 0.09; S 0.59; O 0.10; C -0.59; C -0.45; H -0.17; N 0.18; H 0.11; H 0.09; H 0.09; H 0.07; C -0.18

=====

4.
Here is a cluster of 2 separate species, C5H15N2O in total from OMol25. Energies are from ωB97M-V with the def2-TZVPD basis set.

Cartesian coordinates (Å):
H  -0.7009  3.1662  0.0712
H  1.9424  0.1426  1.9806
H  -2.2143  1.3453  1.8704
H  2.8039  0.8579  0.5672
H  0.0409  -1.2826  -0.8075
H  -0.2665  1.2846  -1.2983
N  -0.7391  0.6367  0.6245
H  1.2510  -0.4535  -1.8115
H  0.9727  1.4958  -0.0831
C  1.9570  -1.0568  0.1315
H  -3.4846  -2.6525  -2.5288
C  0.8404  -0.5393  -0.8163
H  -0.8036  -0.2867  1.0341
H  3.5177  -0.4423  1.4912
H  1.5910  -1.9358  0.6795
C  -1.4701  1.5865  1.1290
H  2.7504  -1.5044  -0.4684
N  -1.3657  2.8393  0.7567
H  -2.0219  3.5301  1.0868
C  2.5746  -0.0579  1.1181
O  -3.3829  -3.6060  -2.4731
C  0.2283  0.7988  -0.4597
H  -4.0207  -3.8661  -1.7943

E_LUMO	-3.341	eV
spin multiplicity	1
net charge	+1
ΔE to the lowest compared entry with this formula, charge and spin	68.3	kJ/mol
gap between HOMO and LUMO	10.5	eV

Quick look at the Löwdin charges, all values in e: H 0.13; H 0.07; H 0.17; H 0.07; H 0.12; H 0.14; N 0.08; H 0.12; H 0.11; C -0.23; H 0.02; C -0.17; H 0.17; H 0.08; H 0.11; C -0.13; H 0.11; N 0.20; H 0.14; C -0.10; O -0.06; C -0.17; H 0.04

=====

no.,molar mass (g mol⁻¹),DFT total energy (Ha)
1,1116.2,-4590.55368
2,223.3,-674.32770
3,105.2,-646.66737
4,119.2,-384.02503